1.
{"formula": "C5H9NO", "method": "wB97M-V/def2-TZVPD", "e_above_lowest_kcal_mol": 145.1, "e_tot_ha": -325.7064, "lumo_ha": 0.03341, "gap_ha": 0.31210, "spin_multiplicity": 1, "symbols": ["C", "C", "N", "C", "C", "C", "O", "H", "H", "H", "H", "H", "H", "H", "H", "H"], "coordinates": [[1.9038, -0.7294, 0.9664], [0.3111, -1.4203, -0.8417], [0.6840, -0.2743, 0.3318], [-0.6829, -0.6772, -0.0535], [-1.2673, 0.4756, -0.8690], [-1.6224, 1.7779, -0.3120], [-0.4223, 1.6091, -1.0629], [1.8828, -1.7972, 1.1701], [2.1274, -0.1357, 1.8490], [2.6781, -0.5401, 0.2106], [0.4911, -2.3501, -0.2467], [0.8317, 0.6566, -0.0339], [-1.3401, -1.0692, 0.7219], [-1.7299, 0.1266, -1.7881], [-2.3654, 2.4075, -0.7967], [-1.4797, 1.9401, 0.7547]], "lowdin_charge": [-0.0698, -0.0102, -0.1089, -0.3151, -0.2550, -0.0979, -0.0619, 0.0818, 0.0800, 0.1006, 0.0256, 0.1164, 0.1398, 0.1460, 0.1121, 0.1166]}

=====

2.
{"formula": "C44H75B3F13N4O9S3", "method": "wB97M-V/def2-TZVPD", "s2": 3.76, "e_tot_ha": -5185.2103, "lumo_ha": [0.00766, 0.00758], "gap_ha": [0.30789, 0.32211], "spin_multiplicity": 4, "symbols": ["O", "S", "O", "C", "B", "O", "B", "C", "C", "C", "S", "C", "S", "N", "C", "C", "O", "C", "C", "O", "B", "C", "C", "C", "F", "F", "C", "F", "F", "C", "F", "F", "C", "F", "F", "C", "F", "F", "C", "F", "F", "F", "O", "H", "H", "H", "H", "H", "H", "H", "H", "H", "H", "H", "H", "H", "H", "H", "H", "H", "H", "H", "H", "H", "C", "C", "C", "C", "C", "C", "N", "O", "C", "C", "C", "H", "H", "H", "H", "H", "H", "H", "H", "H", "H", "H", "H", "H", "H", "H", "H", "H", "H", "C", "C", "C", "C", "C", "C", "N", "O", "C", "C", "C", "H", "H", "H", "H", "H", "H", "H", "H", "H", "H", "H", "H", "H", "H", "H", "H", "H", "H", "C", "C", "C", "C", "C", "C", "N", "O", "C", "C", "C", "H", "H", "H", "H", "H", "H", "H", "H", "H", "H", "H", "H", "H", "H", "H", "H", "H", "H"], "coordinates": [[0.8984, 2.3360, 1.5557], [2.0654, 2.7639, 2.2889], [2.3161, 2.1066, 3.5345], [1.8413, 4.4959, 2.5191], [1.0172, 4.9454, 1.2498], [1.5126, 4.8545, -0.0248], [0.6147, 4.3569, -0.9657], [1.1369, 3.8135, -2.3281], [2.2887, 4.6408, -2.9321], [3.4595, 3.7960, -3.4090], [2.9842, 2.5408, -4.6065], [3.5538, 1.0196, -3.8723], [3.6355, 0.8277, -2.2519], [3.8915, 0.0857, -4.8201], [4.4889, -1.1484, -4.3085], [4.5286, -2.1594, -5.4731], [4.7101, -1.4905, -6.6863], [3.5498, -0.7596, -7.0329], [2.8436, -0.2411, -5.7788], [-0.7401, 4.2910, -0.6781], [-1.0784, 4.4663, 0.6461], [-2.2734, 3.7396, 1.3469], [-3.4681, 4.6732, 1.6124], [-4.5333, 4.6142, 0.5526], [-3.9824, 4.8156, -0.6653], [-5.3904, 5.6481, 0.7629], [-5.4048, 3.3026, 0.5635], [-6.7126, 3.6405, 0.5569], [-5.1743, 2.6385, 1.7217], [-5.1818, 2.3634, -0.6384], [-3.8677, 2.1474, -0.8780], [-5.6900, 3.0214, -1.7092], [-5.9144, 0.9807, -0.5453], [-6.3700, 0.6913, -1.7840], [-6.9711, 1.0406, 0.2751], [-5.0347, -0.2470, -0.1435], [-4.1285, -0.5237, -1.1097], [-5.8892, -1.2982, -0.0623], [-4.3446, -0.1936, 1.2451], [-3.3689, 0.7235, 1.2840], [-3.7875, -1.4105, 1.4591], [-5.2564, 0.0384, 2.2145], [-0.2907, 5.3456, 1.4045], [3.1531, 2.6508, 1.4867], [1.2220, 4.5722, 3.4038], [2.7834, 5.0103, 2.6693], [0.3196, 3.7497, -3.0338], [1.5078, 2.8066, -2.1266], [2.6883, 5.3335, -2.1987], [1.9080, 5.2246, -3.7612], [4.1781, 4.4371, -3.9074], [3.9688, 3.3550, -2.5635], [3.9111, -1.6036, -3.5082], [5.4993, -0.9402, -3.9886], [5.3377, -2.8479, -5.2673], [3.6170, -2.7552, -5.4756], [2.8763, -1.3363, -7.6624], [3.9099, 0.1116, -7.5641], [2.1611, -0.9785, -5.3611], [2.2424, 0.6132, -6.0606], [-1.8836, 3.4106, 2.3051], [-2.5502, 2.8418, 0.8112], [-3.8863, 4.5429, 2.5979], [-3.1215, 5.7017, 1.5850], [-9.1625, -1.3886, 0.8523], [-10.1153, -1.4900, -0.3530], [-10.8088, -0.1476, -0.5754], [-11.8426, 0.1677, 0.5045], [-12.8566, -0.9693, 0.6365], [-12.2248, -2.3523, 0.8128], [-11.1210, -2.5769, -0.1681], [-11.6031, -2.9395, -1.3104], [-11.7110, -2.5294, 2.2542], [-13.3006, -3.4162, 0.6280], [-9.2256, -1.8131, -1.5474], [-8.2906, -0.7961, 0.5967], [-9.5993, -0.9004, 1.7204], [-8.8054, -2.3740, 1.1554], [-11.3056, -0.1531, -1.5507], [-10.0550, 0.6419, -0.6145], [-11.3538, 0.3558, 1.4642], [-12.3661, 1.0903, 0.2470], [-13.5212, -0.7756, 1.4808], [-13.4866, -0.9757, -0.2584], [-11.1482, -3.4587, 2.3474], [-12.5538, -2.5838, 2.9429], [-11.0852, -1.7122, 2.6038], [-13.8186, -3.3193, -0.3236], [-14.0440, -3.3154, 1.4180], [-12.8776, -4.4197, 0.6866], [-8.7362, -2.7796, -1.4180], [-8.4535, -1.0507, -1.6385], [-9.7798, -1.8326, -2.4835], [9.3540, -3.4640, -4.9156], [9.4439, -1.9647, -5.2623], [10.7614, -1.6853, -5.9813], [11.9712, -1.7793, -5.0525], [11.7949, -0.8723, -3.8337], [10.4698, -1.0718, -3.0935], [9.3162, -1.1159, -4.0413], [8.9543, 0.0812, -4.3650], [10.5182, -2.3541, -2.2413], [10.2767, 0.0709, -2.1034], [8.2700, -1.6941, -6.1936], [9.1766, -4.0380, -5.8245], [10.2622, -3.8730, -4.4808], [8.5262, -3.6587, -4.2323], [10.7289, -0.6830, -6.4196], [10.8713, -2.3847, -6.8124], [12.1372, -2.8128, -4.7370], [12.8696, -1.4825, -5.5967], [12.6168, -1.0319, -3.1329], [11.8673, 0.1686, -4.1638], [9.5369, -2.5673, -1.8161], [11.2142, -2.2217, -1.4134], [10.8561, -3.2333, -2.7841], [10.3371, 1.0463, -2.5812], [11.0599, 0.0267, -1.3474], [9.3131, -0.0034, -1.5980], [7.3220, -1.8656, -5.6850], [8.3124, -2.3583, -7.0557], [8.2662, -0.6764, -6.5774], [3.1828, -2.5774, 6.4008], [2.4845, -1.7792, 7.5187], [1.3433, -2.6064, 8.1080], [0.1595, -2.7450, 7.1518], [-0.3291, -1.3729, 6.6868], [0.7769, -0.4741, 6.1296], [1.9772, -0.4687, 7.0177], [1.8055, 0.3490, 8.0032], [1.1602, -0.9095, 4.7030], [0.2301, 0.9412, 5.9793], [3.5543, -1.5392, 8.5774], [3.7695, -3.3840, 6.8401], [2.4974, -3.0549, 5.7057], [3.8631, -1.9417, 5.8334], [0.9972, -2.1379, 9.0347], [1.7215, -3.5938, 8.3810], [0.4282, -3.3649, 6.2923], [-0.6555, -3.2669, 7.6570], [-1.1013, -1.4946, 5.9246], [-0.8063, -0.8702, 7.5341], [2.0288, -0.3546, 4.3516], [0.3397, -0.6910, 4.0196], [1.3613, -1.9735, 4.5962], [-0.1868, 1.3282, 6.9078], [-0.5722, 0.9403, 5.2412], [0.9979, 1.6310, 5.6330], [4.3661, -0.9295, 8.1781], [3.9701, -2.4952, 8.8934], [3.1582, -1.0449, 9.4618]], "mulliken_spin": [-0.0002, 0.0024, 0.0017, -0.0002, 0.0000, 0.0000, 0.0000, 0.0000, 0.0000, 0.0000, 0.0000, 0.0001, 0.0003, 0.0001, -0.0029, -0.0002, 0.0002, -0.0001, 0.0000, 0.0000, 0.0000, 0.0000, 0.0000, 0.0000, 0.0000, 0.0000, 0.0001, 0.0000, 0.0000, -0.0002, 0.0000, 0.0000, 0.0004, -0.0001, -0.0002, 0.0001, 0.0000, 0.0000, 0.0000, 0.0000, 0.0000, 0.0000, 0.0000, 0.0000, 0.0000, 0.0000, 0.0000, 0.0000, 0.0000, 0.0000, 0.0000, 0.0000, -0.0001, 0.0037, 0.0006, 0.0001, 0.0000, 0.0000, 0.0000, 0.0000, -0.0001, 0.0000, 0.0000, 0.0000, 0.0451, -0.0087, 0.0289, -0.0219, 0.0256, 0.0173, 0.3601, 0.5616, 0.0192, -0.0072, -0.0074, 0.0021, 0.0021, -0.0234, 0.0020, 0.0061, 0.0011, 0.0018, 0.0006, 0.0052, -0.0112, 0.0012, 0.0021, 0.0011, 0.0004, -0.0016, -0.0040, 0.0007, 0.0010, 0.0177, 0.0261, 0.0244, -0.0201, 0.0245, 0.0120, 0.3491, 0.5748, 0.0198, -0.0091, -0.0440, 0.0009, 0.0019, -0.0094, 0.0051, 0.0021, -0.0002, 0.0016, 0.0018, 0.0037, -0.0097, 0.0008, 0.0014, 0.0019, 0.0005, -0.0005, 0.0214, -0.0008, 0.0006, 0.0151, 0.0104, 0.0275, -0.0202, 0.0284, -0.0037, 0.3622, 0.5654, 0.0324, -0.0170, -0.0035, 0.0011, 0.0005, -0.0078, 0.0047, 0.0016, 0.0002, 0.0014, 0.0010, 0.0048, -0.0165, 0.0015, 0.0013, 0.0025, -0.0004, 0.0038, -0.0023, 0.0004, 0.0015]}

=====

> What is the formula in the second record?

C44H75B3F13N4O9S3